No. 1
ORCA calculation (ωB97M-V with the def2-TZVPD basis set) on a structure of composition C18H29ClNO2P2Sr in a non-equilibrium geometry.

The geometry in XYZ format:
```
54
Properties=species:S:1:pos:R:3
Sr -0.2034 0.4315 -1.1148
P -0.1145 1.8560 1.4773
C 1.6288 2.1675 0.8797
C 2.5241 0.9317 0.8070
N 2.0626 -0.1404 0.1184
C 2.8339 -1.2488 0.0490
C 4.1241 -1.2786 0.5773
C 4.6307 -0.1613 1.2317
C 3.8050 0.9503 1.3601
C 2.3005 -2.5098 -0.6160
P 0.8911 -2.2514 -1.7666
H 4.1233 1.8418 1.8974
H 4.7134 -2.1816 0.4454
H 5.6386 -0.1643 1.6423
H 3.1054 -2.9948 -1.1926
H 1.9525 -3.2304 0.1483
H 1.5533 2.6254 -0.1534
H 2.0657 2.9114 1.5631
H 0.6208 2.1332 -3.2496
O 0.9509 2.3607 -2.3439
H 1.6562 3.0230 -2.4600
H -1.4767 0.5282 -3.7411
O -0.5091 0.5849 -3.5939
H -0.1103 0.1784 -4.3892
C 1.8298 -1.9736 -3.3123
H 2.3807 -2.8886 -3.5650
H 1.1347 -1.7451 -4.1334
H 2.5392 -1.1432 -3.1918
C 0.3247 -3.9622 -2.0189
H -0.6156 -3.9291 -2.5876
H 1.0693 -4.5433 -2.5809
H 0.1221 -4.4277 -1.0439
C 0.1200 1.2781 3.1953
H 0.3923 2.1033 3.8716
H -0.8427 0.8520 3.5205
H 0.8771 0.4819 3.2360
C -0.7249 3.5492 1.7484
H -1.8207 3.4998 1.8173
H -0.3307 3.9681 2.6836
H -0.4711 4.2043 0.9041
Cl -4.4615 1.9925 -0.8574
C -4.3243 0.8325 0.3992
C -5.0995 0.9722 1.5431
C -4.8731 0.1239 2.6408
C -3.8581 -0.8361 2.5754
C -3.1208 -1.0199 1.4172
C -3.3979 -0.2583 0.2384
C -2.7651 -0.5343 -0.9947
H -5.8873 1.7247 1.5805
H -5.4907 0.2108 3.5321
H -3.6496 -1.4672 3.4388
H -2.3459 -1.7882 1.3654
H -2.2635 -1.5041 -1.0927
H -3.2138 -0.1350 -1.9052
```

- Charge: +1

Population analysis type natural (NBO), resulting atomic charges in e:
1 Sr 1.6927
2 P 0.7424
3 C -0.7665
4 C 0.2354
5 N -0.5844
6 C 0.2363
7 C -0.2449
8 C -0.1219
9 C -0.2494
10 C -0.7472
11 P 0.7385
12 H 0.2346
13 H 0.2339
14 H 0.2406
15 H 0.2445
16 H 0.2643
17 H 0.2418
18 H 0.2505
19 H 0.5160
20 O -1.0135
21 H 0.5104
22 H 0.5271
23 O -1.0125
24 H 0.5123
25 C -0.9377
26 H 0.2422
27 H 0.2228
28 H 0.2391
29 C -0.9288
30 H 0.2563
31 H 0.2361
32 H 0.2540
33 C -0.9375
34 H 0.2355
35 H 0.2693
36 H 0.2425
37 C -0.9394
38 H 0.2684
39 H 0.2362
40 H 0.2434
41 Cl -0.0262
42 C -0.1138
43 C -0.2039
44 C -0.2896
45 C -0.2013
46 C -0.2814
47 C -0.0326
48 C -0.9649
49 H 0.2250
50 H 0.2170
51 H 0.2101
52 H 0.1907
53 H 0.1832
54 H 0.2043

***

No. 2
ORCA calculation (ωB97M-V with the def2-TZVPD basis set) on the molecule C4H3N3O in a non-equilibrium geometry.

The geometry in XYZ format:
```
11
Properties=species:S:1:pos:R:3
C 3.1069 0.0004 0.1076
C 1.8993 0.0763 -0.0023
C 0.5149 -0.1087 -0.0967
N 0.0120 -1.2728 0.0747
N -1.4247 -1.2401 -0.1115
C -2.0619 -0.1175 0.0144
N -1.3228 1.1146 0.2963
O -0.1072 1.1115 -0.2755
H 4.1495 0.0061 0.1082
H -3.1027 -0.1562 0.2355
H -1.7965 1.9436 -0.0931
```

- SMILES: C#CC1=NN=CNO1
- Charge: 0

Population analysis type natural (NBO), resulting atomic charges in e:
1 C -0.1076
2 C -0.0905
3 C 0.4293
4 N -0.2537
5 N -0.3032
6 C 0.1937
7 N -0.3414
8 O -0.3411
9 H 0.2321
10 H 0.2060
11 H 0.3764

***

No. 3
ORCA calculation (ωB97M-V with the def2-TZVPD basis set) on a structure of composition C3H5NOS in a non-equilibrium geometry.

The geometry in XYZ format:
```
11
Properties=species:S:1:pos:R:3
C -1.2767 -0.0966 0.2632
C -0.2593 1.0106 0.3460
C 0.5278 0.1605 -0.5770
N -0.4978 -0.7293 -0.7135
O -2.4164 -0.3071 0.6120
S 2.2776 -0.5759 0.3214
H -0.6030 1.9570 -0.0145
H 0.0555 1.1616 1.3884
H 0.8340 0.5100 -1.5588
H -0.1909 -1.6332 -1.0429
H 1.5492 -1.4575 0.9756
```

- Charge: 0

Population analysis type natural (NBO), resulting atomic charges in e:
1 C 0.6907
2 C -0.5467
3 C 0.0095
4 N -0.6476
5 O -0.5413
6 S -0.1986
7 H 0.2461
8 H 0.2559
9 H 0.2038
10 H 0.4152
11 H 0.1131

***

The records above yield E_tot values of -56653.6977 -10708.3324 -17563.4662 eV, respectively.
The records above yield E_HOMO values of -8.10 -8.90 -9.47 eV, respectively.
The records above yield ΔE to the lowest compared entry with this formula, charge and spin values of 0.00 513.15 173.80 kJ/mol, respectively.